Below is a molecular structure, C51H39F3KN12O7, with properties calculated with wB97M-V/def2-TZVPD.

Each line ends with the Mulliken charge.
Atoms and positions in Å:
K: -0.70 -1.04 1.58  1.954
C: 3.08 -4.14 2.82  -1.801
C: 1.77 -3.45 2.59  0.258
N: 1.64 -2.33 1.98  1.054
N: 2.75 -1.74 1.47  -1.374
C: 2.57 -0.44 1.22  -0.532
O: 1.61 0.30 1.53  -0.172
C: 3.71 0.19 0.46  0.468
C: 4.94 -0.43 0.30  -0.032
C: 5.94 0.18 -0.45  -0.684
C: 5.71 1.41 -1.05  -0.476
C: 4.48 2.03 -0.90  -0.625
C: 3.50 1.43 -0.13  -0.428
C: 0.52 -4.10 3.07  0.650
C: 0.53 -5.41 3.55  -1.057
C: -0.66 -6.00 3.94  -0.683
C: -1.84 -5.27 3.85  -1.002
C: -1.75 -3.97 3.39  -0.333
N: -0.62 -3.40 3.01  0.469
H: 3.88 -3.51 2.44  0.345
H: 3.13 -5.11 2.31  0.316
H: 3.24 -4.33 3.89  0.322
H: 5.10 -1.39 0.76  0.412
H: 6.90 -0.31 -0.56  0.386
H: 6.49 1.88 -1.65  0.391
H: 4.29 2.99 -1.37  0.395
H: 2.54 1.91 0.02  0.513
H: 1.46 -5.96 3.62  0.414
H: -0.67 -7.02 4.31  0.411
H: -2.79 -5.70 4.14  0.492
H: -2.64 -3.35 3.30  0.456
C: 3.98 8.28 -8.23  -0.837
O: 3.14 8.58 -7.14  -0.466
C: 2.73 7.54 -6.35  1.016
C: 1.92 7.89 -5.27  -0.759
C: 1.46 6.91 -4.42  -0.428
C: 1.79 5.57 -4.61  0.243
C: 2.61 5.24 -5.69  -0.779
C: 3.08 6.21 -6.55  -0.524
C: 1.33 4.50 -3.72  0.077
N: 1.61 3.23 -3.87  -0.836
C: 0.99 2.60 -2.82  0.777
C: 0.33 3.50 -2.03  -0.016
N: 0.55 4.73 -2.62  -0.088
C: -0.40 3.15 -0.86  1.445
C: -1.09 4.05 -0.03  -1.059
C: -1.75 3.57 1.07  -1.383
C: -1.69 2.19 1.34  -0.979
N: -1.04 1.34 0.59  0.594
C: -0.41 1.78 -0.51  -0.584
C: 0.27 0.79 -1.35  -0.159
N: 0.21 -0.50 -0.98  0.802
C: 0.84 -1.40 -1.71  -0.450
C: 1.57 -1.08 -2.86  -0.959
C: 1.64 0.23 -3.26  -0.509
C: 0.97 1.20 -2.50  0.492
H: 4.20 9.23 -8.71  0.240
H: 3.49 7.61 -8.94  0.333
H: 4.92 7.82 -7.89  0.339
H: 1.66 8.93 -5.13  0.412
H: 0.82 7.21 -3.59  0.280
H: 2.87 4.20 -5.83  0.490
H: 3.71 5.92 -7.38  0.379
H: 0.24 5.62 -2.28  0.176
H: -1.10 5.10 -0.26  0.377
H: -2.29 4.23 1.73  0.491
H: -2.21 1.77 2.19  0.716
H: 0.77 -2.42 -1.36  0.017
H: 2.09 -1.86 -3.41  0.445
H: 2.20 0.53 -4.14  0.529
O: -6.94 -1.63 0.61  -0.615
C: -6.57 -1.22 -0.59  0.427
O: -7.33 -1.15 -1.53  -0.685
C: -5.12 -0.95 -0.75  0.558
C: -4.50 -0.79 -1.97  -0.811
N: -3.19 -0.62 -1.71  0.087
N: -2.92 -0.61 -0.40  0.454
C: -4.09 -0.79 0.20  -0.723
C: -4.14 -0.90 1.70  0.624
O: -5.21 -1.39 2.16  -0.909
O: -3.14 -0.55 2.34  -0.386
H: -6.12 -1.70 1.23  0.453
H: -4.91 -0.82 -2.96  0.556
H: -2.43 -0.51 -2.36  0.033
F: -2.65 3.54 6.49  -0.257
C: -1.76 2.68 7.03  0.849
F: -0.77 3.44 7.55  -0.273
F: -2.37 2.08 8.06  -0.287
C: -1.24 1.71 6.01  0.459
C: -1.61 0.38 6.03  -0.825
C: -1.10 -0.45 5.04  -0.143
N: -0.29 -0.02 4.08  -0.039
C: 0.05 1.26 4.06  -0.684
C: -0.39 2.17 5.01  -1.184
H: -2.28 -0.01 6.79  0.469
H: -1.36 -1.50 5.00  0.317
H: 0.70 1.56 3.25  0.796
H: -0.09 3.20 4.97  0.460
N: -2.15 -8.86 0.10  -0.326
C: -3.01 -7.82 -0.07  0.295
O: -4.20 -8.00 -0.23  -0.634
C: -2.41 -6.44 -0.03  1.093
C: -1.05 -6.19 0.02  -0.953
C: -0.62 -4.87 0.07  -0.777
N: -1.44 -3.83 0.08  0.222
C: -2.75 -4.08 0.02  -0.020
C: -3.28 -5.36 -0.04  -0.914
H: -2.55 -9.78 0.16  0.237
H: -1.19 -8.73 0.37  0.160
H: -0.30 -6.97 0.02  0.205
H: 0.44 -4.64 0.14  0.481
H: -3.40 -3.22 0.04  0.290
H: -4.35 -5.52 -0.08  0.560

Its spin multiplicity is 1. The maximum force is 1.9 eV Å⁻¹. Its total charge is -1. For the HOMO-LUMO gap, the calculation gives 6.58 eV.

***

Below is a molecular structure, C51H40BaN3O9P2S5, with properties calculated with wB97M-V/def2-TZVPD.

Each line ends with the Mulliken charge.
Atoms and positions in Å:
Ba: 0.68 1.13 -1.34  1.845
O: 3.51 -0.27 0.56  -1.082
S: 2.21 -0.88 0.93  2.206
C: 2.14 -0.98 2.74  -0.012
C: 2.95 -1.88 3.43  -0.721
C: 2.90 -1.92 4.81  -0.866
C: 2.03 -1.07 5.49  -0.921
C: 1.25 -0.16 4.79  -0.127
C: 1.31 -0.09 3.40  -0.184
P: 0.43 1.25 2.45  2.176
C: 1.32 2.68 3.18  0.847
C: 1.04 3.26 4.42  -0.389
C: 1.80 4.31 4.89  -0.689
C: 2.86 4.79 4.14  -0.642
C: 3.16 4.22 2.91  -0.560
C: 2.39 3.17 2.43  -0.869
C: -1.20 1.23 3.28  0.386
C: -1.81 0.02 3.61  -0.372
C: -3.11 -0.01 4.10  -0.617
C: -3.82 1.17 4.25  -0.648
C: -3.23 2.38 3.91  -0.803
C: -1.93 2.41 3.43  -0.824
C: 2.34 -2.64 0.65  -1.075
C: 3.58 -3.15 0.30  -0.369
C: 3.74 -4.52 0.14  -0.835
C: 2.66 -5.36 0.34  -0.788
C: 1.41 -4.84 0.66  0.052
C: 1.22 -3.47 0.79  -0.032
P: -0.44 -2.72 1.10  1.620
C: -1.44 -3.26 -0.32  0.693
C: -1.01 -4.08 -1.35  -0.688
C: -1.87 -4.42 -2.39  -0.543
C: -3.17 -3.93 -2.40  -0.556
C: -3.60 -3.09 -1.39  -0.793
C: -2.74 -2.74 -0.36  -0.624
C: -1.02 -3.87 2.41  0.297
C: -2.10 -4.73 2.29  -0.548
C: -2.52 -5.50 3.36  -0.682
C: -1.87 -5.42 4.58  -0.615
C: -0.79 -4.56 4.72  -0.636
C: -0.37 -3.79 3.65  0.036
H: 3.60 -2.55 2.88  0.518
H: 3.52 -2.61 5.36  0.406
H: 1.97 -1.11 6.57  0.420
H: 0.59 0.51 5.33  0.312
H: 0.21 2.89 5.01  0.323
H: 1.56 4.76 5.85  0.412
H: 3.45 5.62 4.50  0.376
H: 3.98 4.59 2.31  0.470
H: 2.61 2.73 1.47  0.360
H: -1.27 -0.91 3.48  0.046
H: -3.56 -0.96 4.35  0.492
H: -4.84 1.15 4.62  0.386
H: -3.78 3.31 4.01  0.431
H: -1.48 3.36 3.15  0.363
H: 4.40 -2.46 0.17  0.622
H: 4.70 -4.92 -0.13  0.418
H: 2.78 -6.43 0.24  0.400
H: 0.57 -5.51 0.80  0.540
H: 0.01 -4.44 -1.38  0.274
H: -1.52 -5.05 -3.20  0.333
H: -3.83 -4.18 -3.22  0.369
H: -4.60 -2.66 -1.42  0.347
H: -3.06 -2.04 0.40  0.486
H: -2.62 -4.81 1.34  0.326
H: -3.37 -6.17 3.25  0.413
H: -2.20 -6.02 5.42  0.368
H: -0.27 -4.48 5.67  0.444
H: 0.47 -3.11 3.77  -0.097
O: 1.33 -2.28 -3.94  -0.790
S: 0.67 -1.21 -3.24  1.376
O: 1.10 0.14 -3.57  -0.715
O: 0.67 -1.37 -1.77  -0.498
C: -1.07 -1.24 -3.81  -0.034
C: -1.24 -2.08 -4.91  -0.459
C: -2.44 -2.14 -5.61  -0.749
C: -3.49 -1.35 -5.22  -0.666
C: -3.34 -0.51 -4.12  -0.676
C: -2.15 -0.44 -3.40  0.061
S: -2.25 0.74 -2.02  0.864
O: -3.65 1.04 -1.86  -0.757
O: -1.62 0.09 -0.87  -0.231
O: -1.42 1.89 -2.42  -0.593
H: -0.40 -2.68 -5.21  0.599
H: -2.52 -2.81 -6.46  0.403
H: -4.44 -1.37 -5.75  0.408
H: -4.17 0.10 -3.78  0.571
N: -0.69 4.85 -7.66  -0.607
C: 0.18 4.59 -6.59  1.079
C: 1.53 4.93 -6.68  -0.755
C: 2.38 4.70 -5.61  -0.799
C: 1.89 4.14 -4.44  0.009
C: 0.55 3.81 -4.33  -0.064
C: -0.30 4.04 -5.40  -0.910
S: 3.07 3.83 -3.13  1.088
O: 3.92 2.77 -3.58  -0.711
O: 3.69 5.10 -2.83  -0.708
N: 2.20 3.29 -1.89  -0.286
C: 1.47 4.14 -1.14  0.282
S: 1.40 5.89 -1.32  -0.138
C: 0.19 5.94 -0.08  -0.425
C: -0.05 4.70 0.39  -0.734
N: 0.67 3.68 -0.19  0.449
H: -0.24 4.84 -8.56  0.223
H: -1.51 4.26 -7.66  0.241
H: 1.91 5.36 -7.59  0.286
H: 3.43 4.96 -5.68  0.391
H: 0.15 3.37 -3.43  0.502
H: -1.35 3.77 -5.31  0.331
H: -0.25 6.87 0.25  0.434
H: -0.74 4.46 1.18  0.101

Its spin multiplicity is 1. The maximum force is 3.1 eV Å⁻¹. Its total charge is -1. For the HOMO-LUMO gap, the calculation gives 7.45 eV.